Record 1
The following is a DFT calculation (wB97M-V/def2-TZVPD) of a single C5H9FN2 molecule at a distorted geometry.

```
17
Properties=species:S:1:pos:R:3:lowdin_charge:R:1
C 1.5162 -0.6335 -0.0962 -0.3267
C 0.9968 0.4296 -1.0755 -0.0763
C 0.1236 1.0183 0.0401 -0.3124
C 0.9478 0.1889 1.0943 -0.0653
C -1.7903 -0.5613 0.1762 -0.3339
H 0.9851 -1.5345 -0.1587 0.1107
H 0.3802 0.0375 -1.9186 0.1208
H 1.8527 1.1156 -1.4319 0.1456
H 0.3696 2.0858 0.1825 0.1420
H 0.3722 -0.3020 1.9099 0.1177
H 1.7700 0.7279 1.4989 0.0985
H -1.9478 1.3943 -0.2777 0.1335
H -1.0426 -1.3134 0.4787 0.1195
H -3.2047 -1.7665 -0.1156 0.0498
N -1.2864 0.7249 0.1015 0.0219
N -2.9299 -0.7828 -0.3013 0.0647
F 2.8874 -0.8290 -0.1066 -0.0101
```

SMILES = [H]/N=C/N[C@H]1C[C@H](F)C1
total charge = 0
E = -11027.29056 eV
gap between HOMO and LUMO = 10.015 eV
ΔE to the lowest compared entry with this formula, charge and spin = 117.9 kJ/mol

***

Record 2
The following is a DFT calculation (wB97M-V/def2-TZVPD) of a 6-piece molecular cluster, C11H30Cl6O10P2 overall at a distorted geometry.

```
59
Properties=species:S:1:pos:R:3:lowdin_charge:R:1
C 16.8621 25.1910 -16.0530 -0.0719
O 16.6352 25.6931 -17.3959 -0.2238
P 15.1878 25.9464 -17.9358 0.2886
O 15.1543 26.3667 -19.3314 -0.2373
O 14.4613 24.5676 -17.6920 -0.2010
C 13.0426 24.5339 -17.9245 -0.0847
O 14.4531 26.9385 -16.9420 -0.2162
C 14.8127 28.3245 -17.0042 -0.0930
H 17.0323 24.1240 -16.1931 0.0874
H 16.0411 25.3408 -15.3576 0.0962
H 17.7821 25.6490 -15.7028 0.0709
H 12.8750 23.7508 -18.6680 0.0907
H 12.6481 25.4726 -18.3004 0.0852
H 12.5177 24.1848 -17.0363 0.0890
H 15.8887 28.4689 -16.8669 0.0646
H 14.2750 28.8440 -16.2206 0.0882
H 14.6031 28.7188 -17.9992 0.0826
C 17.8879 17.4236 -13.4706 -0.0995
O 17.6810 18.4945 -14.3912 -0.2233
P 16.7796 19.7403 -13.9742 0.3065
O 16.8468 20.0362 -12.5479 -0.2175
O 15.3924 19.4890 -14.6201 -0.1815
C 14.8549 18.2181 -14.9404 -0.0774
O 17.3529 20.8857 -14.8814 -0.1941
C 18.6763 21.3511 -14.6832 -0.0996
H 18.0445 16.4972 -14.0350 0.0896
H 16.9775 17.2277 -12.9084 0.0794
H 18.8051 17.5920 -12.9152 0.0928
H 15.1587 17.4626 -14.2152 0.0793
H 15.1136 17.9169 -15.9516 0.0975
H 13.7732 18.2833 -14.8367 0.0936
H 18.7895 22.3522 -15.0905 0.0726
H 19.4429 20.6992 -15.1145 0.0896
H 18.9616 21.3817 -13.6263 0.0914
C 21.8705 25.0216 -16.5051 -0.2256
C 20.7052 24.2726 -17.0534 -0.2043
O 19.4125 24.8031 -16.6717 -0.1282
O 22.2288 26.1601 -17.3015 -0.1029
H 22.8006 24.4503 -16.4929 0.1038
H 21.7107 25.3644 -15.4783 0.1314
H 20.6794 23.1795 -17.0457 0.1173
H 20.7005 24.4489 -18.1413 0.1254
H 18.9385 24.9875 -17.4853 0.0525
H 21.7923 26.9447 -16.9550 0.0081
C 18.9883 27.8754 -18.9605 -0.9932
Cl 19.3675 28.1509 -17.2449 0.5229
Cl 17.5372 28.7088 -19.4462 0.5895
H 19.8294 28.2462 -19.5346 0.0267
H 18.9033 26.8045 -19.0984 0.0223
C 22.8164 31.4033 -16.7426 -1.0306
Cl 24.0813 31.1620 -15.5695 0.5353
Cl 22.2503 29.8462 -17.4125 0.4892
H 21.9752 31.9460 -16.3251 0.0295
H 23.1192 31.9649 -17.6209 0.0244
C 25.1505 24.2565 -18.2847 -1.0634
Cl 26.3066 25.5173 -17.8416 0.5162
Cl 25.6535 23.1583 -19.5635 0.5196
H 25.0777 23.6558 -17.3859 0.0087
H 24.1843 24.6854 -18.5188 0.0105
```

SMILES = COP(=O)(OC)OC.COP(=O)(OC)OC.ClCCl.ClCCl.ClCCl.OCCO
total charge = 0
E = -126084.07209 eV
gap between HOMO and LUMO = 10.903 eV
ΔE to the lowest compared entry with this formula, charge and spin = 115.5 kJ/mol

***

Record 3
The following is a DFT calculation (wB97M-V/def2-TZVPD) of a 14-piece molecular cluster, C42H112O14 overall at a distorted geometry.

```
168
Properties=species:S:1:pos:R:3:lowdin_charge:R:1
C -6.6658 -1.4003 4.1053 -0.0391
C -7.9935 -1.6487 3.3373 -0.4715
C -8.3706 -0.5025 2.3487 -0.0617
O -7.9480 -2.9182 2.7142 -0.0544
H -6.9347 -1.2691 5.1534 0.0716
H -6.1090 -0.5820 3.6487 0.0729
H -6.0892 -2.3252 4.1240 0.0752
H -8.7252 -1.6289 4.1450 0.1161
H -8.4899 0.4350 2.8917 0.0706
H -9.2945 -0.5553 1.7727 0.0688
H -7.5584 -0.2059 1.6850 0.0717
H -8.7120 -3.0842 2.1572 0.0831
C -1.1664 -4.0404 -6.3834 -0.0502
C -1.4588 -5.5148 -6.2372 -0.4487
C -2.6446 -6.0562 -7.0618 -0.0740
O -0.3310 -6.2721 -6.8030 -0.0844
H -1.3369 -3.7732 -7.4263 0.0773
H -0.1791 -3.6511 -6.1351 0.0813
H -1.9018 -3.4008 -5.8953 0.0781
H -1.6765 -5.9555 -5.2643 0.1230
H -2.4345 -5.7284 -8.0799 0.0799
H -3.6506 -5.7003 -6.8395 0.0729
H -2.7289 -7.1383 -6.9614 0.0741
H -0.5230 -7.2123 -6.8293 0.0707
C -0.8103 -6.4291 0.2607 -0.0575
C -1.6575 -6.8832 1.4371 -0.5225
C -0.9342 -7.7714 2.4428 -0.0517
O -2.2353 -5.8368 2.1580 -0.0383
H 0.0471 -5.9410 0.7239 0.0803
H -1.1945 -5.6599 -0.4093 0.0728
H -0.4258 -7.2022 -0.4046 0.0797
H -2.4768 -7.4876 1.0479 0.1261
H -0.2612 -8.4246 1.8874 0.0745
H -1.5604 -8.5464 2.8847 0.0739
H -0.4165 -7.2953 3.2756 0.0800
H -2.5432 -5.2118 1.4976 0.0858
C 3.1522 5.9683 -1.3923 -0.0526
C 2.0928 6.2065 -2.4769 -0.4387
C 2.7413 6.9101 -3.7288 -0.0680
O 1.5447 4.9325 -2.8702 -0.0763
H 4.1319 6.0713 -1.8589 0.0686
H 3.1338 4.9099 -1.1325 0.0737
H 3.0717 6.6392 -0.5370 0.0743
H 1.2618 6.8649 -2.2236 0.1268
H 1.9660 7.2203 -4.4293 0.0583
H 3.3039 6.3257 -4.4569 0.0751
H 3.1124 7.9112 -3.5094 0.0763
H 0.7016 4.6995 -2.4747 0.0826
C 0.0053 -0.2039 -1.0620 -0.0568
C -1.1425 0.5533 -0.3255 -0.5104
C -0.6188 1.1370 0.9419 -0.0664
O -1.6378 1.5076 -1.1999 -0.0401
H 0.3197 -1.1169 -0.5563 0.0735
H 0.8955 0.4152 -1.1736 0.0793
H -0.3370 -0.4891 -2.0567 0.0696
H -1.9035 -0.1967 -0.1100 0.1303
H 0.1457 0.5430 1.4426 0.0753
H -1.3964 1.1755 1.7048 0.0760
H -0.0742 2.0791 0.8787 0.0849
H -1.5305 1.3148 -2.1342 0.0858
C 4.6107 5.5842 7.3322 -0.0517
C 3.8082 5.4674 5.9889 -0.4687
C 4.1501 4.1055 5.3555 -0.0738
O 2.4375 5.5356 6.3743 -0.0534
H 4.9708 6.6123 7.3714 0.0636
H 5.5805 5.1088 7.1854 0.0671
H 4.0633 5.3356 8.2414 0.0822
H 4.1395 6.2546 5.3116 0.1275
H 3.9033 3.3044 6.0521 0.0792
H 5.2135 4.0617 5.1203 0.0761
H 3.5490 3.8214 4.4918 0.0685
H 1.9750 5.6378 5.5393 0.0833
C -3.7140 8.7989 2.1576 -0.0640
C -3.0303 7.4348 2.4853 -0.4768
C -2.8439 6.6848 1.2174 -0.0690
O -1.7689 7.6023 3.1307 -0.0611
H -3.3031 9.4382 1.3762 0.0807
H -4.1518 9.3941 2.9589 0.0671
H -4.6854 8.4996 1.7639 0.0644
H -3.6442 6.8943 3.2058 0.1310
H -3.0378 5.6323 1.4242 0.0758
H -1.8426 6.6527 0.7880 0.0856
H -3.6090 6.8569 0.4603 0.0811
H -1.7876 8.0583 3.9753 0.0853
C -6.5359 -5.3024 -2.1019 -0.0460
C -5.7382 -3.9628 -2.1982 -0.4555
C -6.2706 -2.8392 -3.1440 -0.0473
O -5.5453 -3.5021 -0.8763 -0.0750
H -7.6107 -5.1231 -2.1298 0.0727
H -6.2879 -5.8221 -1.1764 0.0730
H -6.2425 -6.0043 -2.8825 0.0696
H -4.6990 -4.1929 -2.4330 0.1233
H -6.0404 -3.0367 -4.1909 0.0663
H -5.9224 -1.8254 -2.9462 0.0716
H -7.3561 -2.7417 -3.1556 0.0651
H -6.2888 -3.6278 -0.2821 0.0791
C -5.1473 4.5627 7.6172 -0.0626
C -4.3127 3.5023 8.3181 -0.5388
C -2.8920 3.1970 7.7725 -0.0396
O -4.1220 3.9785 9.5748 -0.0458
H -4.5428 5.4595 7.4813 0.0721
H -5.9221 4.9697 8.2669 0.0826
H -5.4582 4.2097 6.6340 0.0782
H -4.9516 2.6195 8.3432 0.1374
H -2.4609 2.3646 8.3287 0.0733
H -2.2164 4.0212 8.0013 0.0801
H -2.9081 2.7312 6.7872 0.0750
H -3.5565 4.7395 9.4244 0.0882
C 4.2120 -5.3068 -2.6355 -0.0666
C 5.3501 -6.1483 -3.2734 -0.4572
C 4.9887 -6.5702 -4.7263 -0.0489
O 6.3856 -5.1959 -3.3662 -0.0806
H 3.9210 -4.4416 -3.2311 0.0895
H 4.3996 -5.0955 -1.5827 0.0751
H 3.3898 -6.0208 -2.5878 0.0734
H 5.7647 -6.9853 -2.7115 0.1304
H 5.8725 -6.5462 -5.3638 0.0752
H 4.1479 -6.0211 -5.1502 0.0739
H 4.7006 -7.6211 -4.7556 0.0668
H 6.2065 -4.5129 -2.7158 0.0691
C 7.7994 -1.8042 2.0397 -0.0439
C 6.8803 -0.7095 1.4965 -0.5580
C 5.4684 -0.8415 1.8164 -0.0726
O 7.3466 0.5530 1.8764 -0.0433
H 8.8380 -1.5968 1.7821 0.0722
H 7.6321 -2.7258 1.4823 0.0760
H 7.7377 -1.8555 3.1268 0.0863
H 6.9606 -0.6147 0.4136 0.1331
H 4.9037 -0.0649 1.3004 0.0862
H 5.1913 -0.6165 2.8463 0.0860
H 5.1211 -1.8636 1.6655 0.0872
H 7.9519 0.8217 1.1814 0.0908
C 5.8117 2.0173 -4.4561 -0.0503
C 6.4431 0.7603 -5.1525 -0.5083
C 5.6436 0.4344 -6.5083 -0.0416
O 7.6887 1.0916 -5.4748 -0.0393
H 5.8920 2.9867 -4.9481 0.0759
H 6.3421 2.1485 -3.5130 0.0664
H 4.7631 1.8928 -4.1861 0.0701
H 6.5078 -0.0542 -4.4310 0.1281
H 6.0372 -0.3911 -7.1013 0.0629
H 5.5972 1.2853 -7.1880 0.0713
H 4.6061 0.2239 -6.2487 0.0631
H 8.0896 0.3654 -5.9580 0.1020
C 0.0686 -2.2779 7.0781 -0.0516
C -0.1562 -3.0257 5.7061 -0.4832
C 1.2027 -3.5959 5.2145 -0.0548
O -1.0333 -4.0566 6.0586 -0.0596
H 0.6405 -1.3558 6.9745 0.0680
H 0.6448 -2.9396 7.7248 0.0759
H -0.8971 -2.0090 7.5063 0.0705
H -0.6648 -2.4172 4.9583 0.1282
H 1.3874 -4.4743 5.8329 0.0764
H 2.0559 -2.9314 5.3507 0.0740
H 0.9873 -3.9580 4.2092 0.0665
H -1.3815 -4.4544 5.2574 0.0861
C -1.3047 3.5800 -7.7419 -0.0709
C -0.2061 2.4966 -7.8062 -0.4477
C 1.1005 3.0465 -8.4730 -0.0516
O 0.0519 2.1139 -6.4345 -0.0771
H -0.8038 4.4485 -7.3142 0.0766
H -2.2667 3.4060 -7.2598 0.0748
H -1.5868 3.7136 -8.7862 0.0708
H -0.6124 1.6393 -8.3428 0.1307
H 1.6579 3.8162 -7.9391 0.0760
H 0.8755 3.5233 -9.4270 0.0704
H 1.6948 2.1568 -8.6810 0.0731
H 0.4523 2.8672 -5.9942 0.0737
```

total charge = 0
E = -74027.99581 eV
gap between HOMO and LUMO = 9.981 eV
ΔE to the lowest compared entry with this formula, charge and spin = 815.6 kJ/mol

***

Record 4
The following is a DFT calculation (wB97M-V/def2-TZVPD) of a single C19H27N3O6S molecule at a distorted geometry.

```
56
Properties=species:S:1:pos:R:3:lowdin_charge:R:1
C -5.5728 1.4653 0.9211 -0.0324
H -5.3646 1.2356 -0.1215 0.0863
H -5.7183 2.5370 1.0212 0.0764
H -6.4864 0.9575 1.2165 0.0845
C -4.4098 1.0151 1.8080 -0.5839
N -3.1843 1.6954 1.3839 0.1430
C -3.0115 3.0150 1.3844 -0.5072
O -3.7983 3.8747 1.7024 0.0781
N -1.7155 3.4401 0.9381 0.1897
C -0.6659 2.6933 0.5242 -0.4129
O -0.6559 1.4838 0.4497 0.0939
C 0.5605 3.5260 0.1263 -0.0693
H 0.3496 4.1162 -0.7674 0.1462
H 0.8478 4.1780 0.9601 0.1407
O 1.6167 2.6537 -0.2079 0.0122
C 2.1591 1.9916 0.8305 -0.4399
O 1.9285 2.2659 1.9813 0.1353
C 3.0582 0.8994 0.3896 -0.0991
C 3.0464 0.4464 -0.9271 0.0012
C 3.8274 -0.6364 -1.2700 -0.2467
C 4.6487 -1.2557 -0.3462 -0.0533
C 4.6761 -0.7921 0.9611 -0.0437
C 3.8704 0.2700 1.3317 0.0101
H 3.8555 0.6318 2.3487 0.1237
H 5.3161 -1.2663 1.6894 0.1109
H 5.2576 -2.0857 -0.6692 0.1179
S 3.7017 -1.2992 -2.9399 0.6698
O 4.8646 -2.1021 -3.1789 -0.2809
O 3.4010 -0.2144 -3.8254 -0.2752
N 2.3986 -2.3140 -2.9485 -0.2383
C 1.0700 -1.7520 -2.9867 -0.1864
C 0.4135 -1.6937 -1.6053 -0.1690
C 0.4626 -3.0721 -0.9497 -0.1938
C 1.9097 -3.5550 -0.8726 -0.1696
C 2.5166 -3.5844 -2.2768 -0.1902
H 3.5786 -3.8289 -2.2546 0.1122
H 1.9983 -4.3374 -2.8826 0.1317
H 1.9554 -4.5555 -0.4398 0.1139
H 2.4842 -2.8800 -0.2345 0.1001
H 0.0281 -3.0258 0.0503 0.1104
H -0.1234 -3.7793 -1.5418 0.1131
H -0.6194 -1.3608 -1.7144 0.1144
H 0.9306 -0.9723 -0.9709 0.0947
H 1.1634 -0.7616 -3.4319 0.1123
H 0.4620 -2.3768 -3.6525 0.1314
H 2.4395 0.9262 -1.6774 0.1288
H -1.6177 4.4467 0.9721 0.1576
H -2.3979 1.1240 1.0940 0.1129
C -4.6969 1.3511 3.2731 -0.0317
H -4.8416 2.4219 3.3833 0.0770
H -3.8641 1.0435 3.9016 0.0870
H -5.5954 0.8390 3.6056 0.0846
C -4.1589 -0.4822 1.6415 -0.0369
H -5.0398 -1.0426 1.9418 0.0872
H -3.9371 -0.7186 0.6032 0.0848
H -3.3214 -0.7993 2.2589 0.0864
```

SMILES = CC(C)(C)NC(=O)NC(=O)COC(=O)c1cccc(S(=O)(=O)N2CCCCC2)c1
total charge = 0
E = -47733.72121 eV
gap between HOMO and LUMO = 9.365 eV
ΔE to the lowest compared entry with this formula, charge and spin = 0.0 kJ/mol